Entry 1:
The following is a DFT calculation (ωB97M-V/def2-TZVPD) of a molecular structure, C35H42N6O3SSbSe4W in a non-equilibrium geometry.

* HOMO level (spin up / spin down): -8.79 / -8.81 eV
* E_LUMO (spin up / spin down): -3.8087 / -3.7973 eV
* energy relative to the best compared isomer or geometry (same formula, charge and spin): 1.205 eV
* HOMO-LUMO gap (spin up / spin down): 4.99 / 5.01 eV
* maximum force: 1.1 eV/Å
* <S²>: 2.128
* net charge: +1
* multiplicity: 3

Last column: Löwdin spin population.
Cartesian coordinates (Å):
1 W -0.910 1.399 0.815  1.742
2 C 3.073 3.930 -4.302  0.000
3 C 2.475 3.074 -3.225  0.001
4 C 3.216 2.665 -2.136  0.006
5 C 2.700 1.895 -1.074  0.004
6 C 3.717 1.585 -0.101  0.002
7 N 3.810 0.936 1.035  0.003
8 C 2.846 0.475 2.031  0.001
9 C 2.935 -1.047 2.157  0.000
10 C 2.285 -1.621 3.412  0.000
11 N 0.864 -1.284 3.422  0.002
12 C -0.132 -1.967 3.894  0.001
13 C -1.488 -1.513 3.815  0.003
14 C -2.515 -2.279 4.398  0.014
15 C -3.827 -1.863 4.370  0.002
16 C -4.940 -2.660 4.992  0.000
17 C -4.102 -0.648 3.730  0.012
18 C -3.138 0.134 3.113  0.007
19 C -3.540 1.378 2.465  0.075
20 N -2.788 2.084 1.706  -0.001
21 C -3.316 3.321 1.110  0.004
22 C -3.766 3.185 -0.358  -0.002
23 C -3.114 2.104 -1.224  0.008
24 N -1.659 2.005 -1.095  0.015
25 C -0.913 2.100 -2.133  0.030
26 C 0.533 2.079 -2.130  0.002
27 C 1.127 2.767 -3.190  0.006
28 C 1.326 1.536 -1.072  0.009
29 O 0.824 0.681 -0.210  0.067
30 C -1.788 -0.294 3.161  0.015
31 O -0.816 0.415 2.653  0.066
32 H 4.041 3.547 -4.626  0.000
33 H 3.219 4.943 -3.924  0.000
34 H 2.422 3.985 -5.174  0.000
35 H 4.254 2.974 -2.073  0.000
36 H 4.696 1.900 -0.434  0.000
37 H 4.738 1.024 1.426  0.000
38 H 1.863 0.853 1.770  0.002
39 H 3.143 0.946 2.974  0.000
40 H 3.988 -1.337 2.182  0.000
41 H 2.497 -1.509 1.276  0.000
42 H 2.746 -1.209 4.313  0.000
43 H 2.384 -2.706 3.430  0.000
44 H 0.568 -0.381 3.024  0.001
45 H 0.083 -2.931 4.347  0.000
46 H -2.255 -3.210 4.892  0.001
47 H -4.551 -3.501 5.563  0.000
48 H -5.614 -3.055 4.230  0.000
49 H -5.533 -2.043 5.667  0.000
50 H -5.132 -0.302 3.714  0.000
51 H -4.564 1.695 2.667  0.003
52 H -2.501 4.040 1.178  0.004
53 H -4.149 3.696 1.707  0.001
54 H -3.619 4.164 -0.816  0.000
55 H -4.838 2.980 -0.396  0.000
56 H -3.385 2.288 -2.267  0.001
57 H -3.521 1.127 -0.957  0.002
58 H -1.382 2.319 -3.094  0.002
59 H 0.487 3.127 -3.989  0.000
60 C -3.223 -2.756 -3.188  0.000
61 C -1.997 -2.243 -3.932  0.000
62 C -1.176 -1.253 -3.118  0.001
63 N -0.479 -1.911 -2.010  -0.001
64 C -0.760 -1.799 -0.733  0.005
65 S -2.090 -0.932 -0.126  0.014
66 N 0.018 -2.445 0.198  0.001
67 C 1.182 -3.221 0.140  0.000
68 O 1.455 -3.893 1.108  0.001
69 C 2.082 -3.109 -1.039  0.000
70 C 2.474 -1.864 -1.530  0.000
71 C 3.380 -1.797 -2.577  0.000
72 C 3.880 -2.965 -3.139  0.000
73 C 3.489 -4.203 -2.647  0.000
74 C 2.601 -4.279 -1.586  0.000
75 H -3.783 -3.457 -3.804  0.000
76 H -3.888 -1.934 -2.917  0.000
77 H -2.945 -3.270 -2.266  0.000
78 H -2.291 -1.747 -4.859  0.000
79 H -1.355 -3.079 -4.227  0.000
80 H -1.806 -0.477 -2.686  0.001
81 H -0.412 -0.776 -3.734  0.000
82 H 0.310 -2.488 -2.269  0.000
83 H -0.422 -2.470 1.109  0.000
84 H 2.067 -0.954 -1.103  0.000
85 H 3.695 -0.832 -2.953  0.000
86 H 4.582 -2.909 -3.961  0.000
87 H 3.885 -5.110 -3.084  0.000
88 H 2.309 -5.237 -1.175  0.000
89 Se 1.560 5.869 -1.104  -0.044
90 Sb 2.392 5.437 1.085  0.014
91 Se 0.178 3.415 1.271  -0.102
92 Se 4.405 4.131 1.224  0.016
93 Se 1.617 6.566 2.990  -0.012

Entry 2:
The following is a DFT calculation (ωB97M-V/def2-TZVPD) of C4H7NO in the gas phase.

* HOMO level: -9.36 eV
* E_LUMO: 1.0359 eV
* energy relative to the best compared isomer or geometry (same formula, charge and spin): 0.823 eV
* HOMO-LUMO gap: 10.40 eV
* maximum force: 0.4 eV/Å
* SMILES: CC1=NCCO1

Last column: natural (NBO) charge in e.
Cartesian coordinates (Å):
1 C -1.052 -1.748 -0.676  -0.670
2 C -0.246 -0.562 -0.272  0.549
3 N 0.730 -0.064 -0.912  -0.483
4 C 1.140 1.133 -0.179  -0.275
5 C 0.237 1.155 1.074  -0.097
6 O -0.649 0.042 0.879  -0.499
7 H -0.502 -2.306 -1.435  0.240
8 H -2.008 -1.416 -1.097  0.235
9 H -1.263 -2.384 0.189  0.231
10 H 2.205 1.081 0.071  0.201
11 H 0.995 2.014 -0.817  0.198
12 H -0.371 2.059 1.166  0.187
13 H 0.783 0.995 2.009  0.183

Entry 3:
The following is a DFT calculation (ωB97M-V/def2-TZVPD) of C9H15NO3S in the gas phase in a non-equilibrium geometry.

* HOMO level: -8.47 eV
* E_LUMO: 0.4371 eV
* energy relative to the best compared isomer or geometry (same formula, charge and spin): 3.426 eV
* HOMO-LUMO gap: 8.91 eV
* maximum force: 5.2 eV/Å
* SMILES: CO[C@@]1(S(N)(=O)=O)C(C)=CC=C[C@H]1C

Last column: natural (NBO) charge in e.
Cartesian coordinates (Å):
1 C -1.668 -2.142 0.831  -0.244
2 O -0.731 -1.090 1.130  -0.534
3 C -0.393 -0.128 0.232  0.079
4 S -1.887 0.365 -0.777  2.236
5 N -1.685 1.834 -1.455  -1.090
6 O -2.118 -0.644 -1.801  -0.937
7 O -2.849 0.660 0.258  -0.955
8 C 0.179 1.035 0.869  -0.025
9 C -0.533 1.550 2.145  -0.653
10 C 1.154 1.815 0.359  -0.199
11 C 1.718 1.577 -0.959  -0.220
12 C 1.564 0.465 -1.600  -0.211
13 C 0.785 -0.669 -1.090  -0.237
14 C 1.700 -1.779 -0.470  -0.616
15 H -2.242 -2.365 1.616  0.191
16 H -1.180 -3.083 0.476  0.171
17 H -2.330 -1.921 0.027  0.205
18 H -1.225 2.099 -2.283  0.408
19 H -2.557 2.337 -1.513  0.412
20 H -1.357 2.186 1.864  0.230
21 H 0.160 2.044 2.922  0.219
22 H -0.926 0.539 2.543  0.235
23 H 1.335 2.799 0.896  0.217
24 H 2.208 2.471 -1.318  0.210
25 H 2.197 0.283 -2.437  0.210
26 H -0.001 -1.042 -1.811  0.249
27 H 2.586 -1.747 -1.048  0.214
28 H 1.075 -2.636 -0.480  0.216
29 H 1.867 -1.402 0.517  0.218

Entry 4:
The following is a DFT calculation (ωB97M-V/def2-TZVPD) of 6 unconnected molecules or ions with the total composition C45H38NO17P.

* HOMO level: -9.58 eV
* E_LUMO: -1.9065 eV
* HOMO-LUMO gap: 7.67 eV
* maximum force: 0.7 eV/Å
* SMILES: CCOC(=O)CCCc1cc2c(cc1CP(=O)(O)O)C(=O)NC2=O.O=C1C=CC(=O)C=C1.O=C1C=CC(=O)C=C1.O=C1C=CC(=O)C=C1.O=C1C=CC(=O)C=C1.O=C1C=CC(=O)C=C1

Last column: Mulliken charge in e.
Cartesian coordinates (Å):
1 C 2.881 -3.115 2.023  -0.888
2 C 4.095 -3.594 1.244  -0.164
3 O 4.947 -2.485 0.866  -0.426
4 C 4.910 -2.184 -0.468  0.304
5 O 5.651 -2.701 -1.255  -0.523
6 C 3.848 -1.170 -0.820  0.642
7 C 3.894 -0.693 -2.276  0.186
8 C 2.584 -0.967 -3.031  -1.601
9 C 2.411 -2.462 -3.222  0.701
10 C 3.304 -3.087 -4.095  -0.988
11 C 3.226 -4.449 -4.259  -0.262
12 C 2.285 -5.203 -3.575  -0.668
13 C 1.391 -4.611 -2.709  -0.650
14 C 1.443 -3.226 -2.535  1.374
15 C 0.448 -2.521 -1.634  -0.722
16 P -0.396 -3.535 -0.400  1.003
17 O 0.451 -4.541 0.250  -0.678
18 O -1.673 -4.112 -1.172  -0.517
19 O -1.045 -2.477 0.616  -0.431
20 C 2.468 -6.636 -3.948  0.265
21 O 1.867 -7.611 -3.593  -0.589
22 N 3.527 -6.633 -4.867  0.001
23 C 4.049 -5.362 -5.106  0.132
24 O 4.949 -5.094 -5.855  -0.596
25 H 2.042 -2.855 1.378  -0.037
26 H 2.550 -3.880 2.726  0.433
27 H 3.163 -2.239 2.609  0.329
28 H 4.705 -4.251 1.864  0.368
29 H 3.807 -4.167 0.360  0.243
30 H 2.909 -1.707 -0.640  -0.884
31 H 3.871 -0.355 -0.096  0.619
32 H 4.080 0.381 -2.292  0.570
33 H 4.724 -1.155 -2.804  -0.290
34 H 2.667 -0.521 -4.025  0.537
35 H 1.741 -0.526 -2.503  0.457
36 H 4.058 -2.519 -4.628  0.518
37 H 0.678 -5.226 -2.175  0.489
38 H -0.316 -2.045 -2.259  0.461
39 H 0.914 -1.712 -1.066  0.446
40 H -2.441 -4.179 -0.591  0.360
41 H -0.593 -1.617 0.578  0.302
42 H 3.964 -7.480 -5.194  0.230
43 O 5.997 1.063 -3.899  -0.514
44 C 7.193 0.949 -3.730  0.498
45 C 7.771 -0.296 -3.162  -0.100
46 C 9.081 -0.421 -2.972  -0.510
47 C 10.019 0.676 -3.320  0.332
48 O 11.213 0.565 -3.149  -0.543
49 C 9.439 1.921 -3.888  -0.434
50 C 8.128 2.048 -4.077  -0.414
51 H 7.071 -1.085 -2.910  0.419
52 H 9.526 -1.317 -2.558  0.448
53 H 10.142 2.707 -4.133  0.400
54 H 7.682 2.944 -4.489  0.414
55 O -4.872 3.182 2.895  -0.568
56 C -3.933 2.446 2.662  0.208
57 C -2.669 2.556 3.430  -0.627
58 C -1.636 1.760 3.169  -0.711
59 C -1.711 0.736 2.101  0.430
60 O -0.767 0.011 1.862  -0.513
61 C -2.977 0.626 1.337  -0.111
62 C -4.015 1.417 1.595  -0.668
63 H -2.633 3.313 4.200  0.666
64 H -0.703 1.825 3.716  0.532
65 H -3.003 -0.133 0.565  0.573
66 H -4.955 1.357 1.056  0.752
67 O -1.460 3.118 6.246  -0.572
68 C -2.131 2.580 7.104  0.594
69 C -3.476 3.094 7.460  -0.307
70 C -4.213 2.503 8.396  -0.378
71 C -3.720 1.304 9.123  0.323
72 O -4.392 0.766 9.973  -0.535
73 C -2.373 0.792 8.764  -0.368
74 C -1.637 1.383 7.827  -0.411
75 H -3.815 3.967 6.916  0.417
76 H -5.197 2.858 8.674  0.412
77 H -2.035 -0.083 9.305  0.406
78 H -0.653 1.028 7.547  0.426
79 O -3.520 4.829 -4.712  -0.539
80 C -2.998 4.232 -3.798  0.285
81 C -3.741 3.931 -2.548  -0.473
82 C -3.167 3.277 -1.542  -0.145
83 C -1.758 2.818 -1.628  0.401
84 O -1.227 2.219 -0.715  -0.433
85 C -1.013 3.121 -2.876  -0.428
86 C -1.587 3.775 -3.882  -0.410
87 H -4.767 4.274 -2.508  0.444
88 H -3.691 3.049 -0.624  0.394
89 H 0.014 2.779 -2.913  0.478
90 H -1.064 4.007 -4.801  0.416
91 O -11.210 4.922 1.965  -0.542
92 C -10.266 4.197 1.735  0.287
93 C -9.002 4.302 2.506  -0.436
94 C -7.963 3.508 2.253  -0.171
95 C -8.039 2.480 1.184  0.283
96 O -7.099 1.746 0.951  -0.483
97 C -9.299 2.372 0.409  -0.397
98 C -10.333 3.168 0.665  -0.407
99 H -8.978 5.060 3.278  0.438
100 H -7.024 3.569 2.794  0.580
101 H -9.324 1.614 -0.364  0.432
102 H -11.265 3.110 0.116  0.400